No. 1
The following is a DFT calculation (the ωB97M-V functional and the def2-TZVPD basis) of C27H22ClIN4O5Ta as an isolated structure.

Its charge is +1. The energy above the lowest of the compared OMol25 structures with the same formula, charge and spin is 1.8769 eV. The calculation puts the gap between HOMO and LUMO at 7.79 eV. The calculation puts the max |F| at 0.0244 Eh/bohr. The HOMO energy comes out at -10.8 eV.

Structure (XYZ):
```
61
C27H22ClIN4O5Ta, DFT the ωB97M-V functional and the def2-TZVPD basis
Ta -0.04097 -0.63392 -0.06964
O 0.20102 0.65672 -1.46738
C 1.17925 1.51897 -1.82770
C 0.84864 2.80029 -2.23641
C 1.86513 3.67816 -2.57403
C 3.20360 3.28799 -2.52835
C 3.51624 1.99895 -2.15086
C 2.50928 1.10416 -1.77742
C 2.83624 -0.28963 -1.53303
N 2.04527 -1.15674 -1.02798
C 2.36029 -2.56146 -1.25946
C 1.26072 -2.99499 -2.22513
N 0.02335 -2.69803 -1.50106
C -0.76847 -3.67677 -1.29222
C -1.76114 -3.67275 -0.22432
C -2.92060 -4.45097 -0.26714
C -3.76172 -4.49905 0.82585
C -3.41228 -3.80755 1.99014
C -2.24325 -3.07106 2.06378
C -1.42107 -2.99848 0.94778
O -0.28904 -2.24830 0.99055
H -0.19097 3.09851 -2.26273
H 1.61081 4.68518 -2.87921
H 3.98587 3.98287 -2.79978
H 4.54782 1.66616 -2.13511
H 3.81044 -0.62220 -1.89726
H 2.28027 -3.12297 -0.32838
H 3.35866 -2.69160 -1.67930
H 1.33411 -4.05111 -2.48702
H 1.32215 -2.39520 -3.13456
H -0.62748 -4.60669 -1.84789
H -3.15296 -5.00898 -1.16743
H -4.67188 -5.08135 0.78875
H -4.06299 -3.85096 2.85450
H -1.96251 -2.53795 2.96184
N -2.06413 -0.74562 -1.79235
C -3.32037 -0.51575 -1.07027
C -3.01207 0.13218 0.26119
O -3.74405 0.81989 0.90075
O -1.77356 -0.21604 0.66104
H -1.81283 0.07442 -2.33224
H -2.15061 -1.51349 -2.44580
H -3.78703 -1.47819 -0.85010
H -4.04017 0.09836 -1.60870
Cl 2.05224 4.64486 4.75962
C 1.80043 3.31422 3.67911
C 2.64817 2.25233 3.72845
C 2.45955 1.14323 2.86682
I 3.77867 -0.45309 2.98035
C 1.42471 1.14139 1.98568
O 1.19256 0.08458 1.15764
C 0.55392 2.25771 1.89287
N -0.41360 2.19648 0.94688
C -1.26237 3.18808 0.87493
C -1.20421 4.32239 1.71194
C -0.21154 4.40955 2.64102
C 0.71969 3.35201 2.75625
H 3.46830 2.25067 4.43268
H -2.04285 3.11600 0.12395
H -1.94121 5.10554 1.60363
H -0.12944 5.26904 3.29226
```

No. 2
The following is a DFT calculation (the ωB97M-V functional and the def2-TZVPD basis) of C39H31I2N6NiO3P2Se2 as an isolated structure.

Its charge is -1. As for the spin multiplicity: 3. The energy above the lowest of the compared OMol25 structures with the same formula, charge and spin is 1.0114 eV. As for the expectation value of S²: 2.005. The calculation puts the gap between HOMO and LUMO (alpha / beta) at 6.76 / 6.84 eV. The calculation puts the max |F| at 0.0747 Eh/bohr. The HOMO energy (alpha / beta) comes out at -4.8 / -4.9 eV.

Structure (XYZ):
```
86
C39H31I2N6NiO3P2Se2, DFT the ωB97M-V functional and the def2-TZVPD basis
Ni 15.34974 12.00767 16.11683
I 8.59434 14.63348 16.48117
C 10.16617 13.29712 16.65951
C 10.45672 12.75721 17.91399
C 11.64079 12.05868 18.00186
I 12.29968 11.23203 19.80074
C 12.50319 11.91794 16.87639
O 13.67386 11.40194 17.02354
C 12.10392 12.38300 15.60079
C 12.95022 12.10198 14.39839
N 14.28950 12.74804 14.48850
C 14.26166 14.21664 14.55998
C 15.21584 14.78718 15.59245
C 15.55276 16.11759 15.55148
C 16.32975 16.56986 16.62684
C 16.66352 15.74793 17.69400
C 16.23559 14.44087 17.59489
N 15.47785 14.00339 16.59308
C 10.96589 13.13373 15.51850
H 9.85619 12.97337 18.79866
H 13.12083 11.05526 14.22240
H 12.41098 12.47049 13.46250
H 14.80132 12.43438 13.65072
H 14.50052 14.62086 13.51077
H 13.27800 14.68540 14.69298
H 15.47653 16.69362 14.68712
H 16.62055 17.60719 16.40549
H 17.20907 16.12111 18.53208
H 16.36787 13.75682 18.46210
H 10.64239 13.58606 14.60631
Se 21.69437 10.09893 13.27717
P 20.71358 11.89928 13.05219
C 21.71065 13.27925 13.66623
C 21.47264 14.57916 13.22643
C 22.23395 15.65941 13.70188
C 23.22061 15.42647 14.59752
C 23.50660 14.16904 15.05166
C 22.74758 13.11452 14.60655
C 20.47916 12.43546 11.32527
C 21.54291 12.94155 10.63595
C 21.44464 13.39609 9.34245
C 20.16486 13.35395 8.74286
C 19.07492 12.84971 9.40737
C 19.21039 12.42926 10.73916
C 19.14766 12.17667 13.85407
C 17.95886 11.53491 14.13373
N 17.20243 12.31621 14.87856
N 17.86692 13.44076 15.05424
N 19.04280 13.40159 14.47255
P 17.00159 10.15527 13.50952
Se 15.67848 9.35338 14.88313
C 16.07513 10.82403 12.13657
C 15.25856 9.98544 11.37378
C 14.34169 10.48827 10.47090
C 14.15694 11.87909 10.29996
C 15.02881 12.76684 10.93148
C 15.87366 12.25991 11.88675
C 18.08676 8.97561 12.69408
C 18.78062 8.00686 13.39176
C 19.63793 7.12058 12.73584
C 19.88066 7.26684 11.37384
C 19.21842 8.26281 10.65982
C 18.28188 9.04342 11.30486
H 20.66967 14.86478 12.59505
H 22.05720 16.66662 13.38643
H 23.77922 16.29400 14.94610
H 24.25551 14.03336 15.78509
H 22.98566 12.06617 14.89503
H 22.61215 12.85934 11.09893
H 22.27230 13.94326 8.89057
H 20.04645 13.70736 7.77487
H 18.07224 12.81950 8.87638
H 18.29082 12.35480 11.32022
H 15.21941 8.90660 11.48724
H 13.69029 9.80832 9.92013
H 13.41409 12.30608 9.59634
H 15.01094 13.83878 10.71939
H 16.47105 12.95168 12.51035
H 18.66855 7.83462 14.44237
H 19.94308 6.31310 13.36775
H 20.54727 6.62729 10.81337
H 19.40619 8.39401 9.60220
H 17.75792 9.79978 10.72964
O 18.22784 11.46893 17.50537
N 17.30442 11.20956 18.32046
O 16.11041 11.31319 17.90550
```

No. 3
The following is a DFT calculation (the ωB97M-V functional and the def2-TZVPD basis) of C45H43N7O2Os as an isolated structure.

Its charge is +2. The energy above the lowest of the compared OMol25 structures with the same formula, charge and spin is 0.1710 eV. The calculation puts the gap between HOMO and LUMO (alpha / beta) at 6.01 / 6.01 eV. The calculation puts the max |F| at 0.0671 Eh/bohr. The HOMO energy (alpha / beta) comes out at -13.5 / -13.5 eV.

Structure (XYZ):
```
98
C45H43N7O2Os, DFT the ωB97M-V functional and the def2-TZVPD basis
Os 0.44975 -0.04316 -0.25702
O 1.88955 -0.22486 1.01488
C 2.07275 0.18714 2.30568
C 0.73465 0.13444 3.09278
C -0.39345 0.97924 2.58218
C -1.24735 1.52894 3.53548
C -2.37585 2.21664 3.13438
C -2.58065 2.40834 1.78008
C -1.65285 1.91794 0.87078
C -1.74355 2.35724 -0.55462
C -2.01055 1.22634 -1.58632
O -0.92615 0.37994 -1.60382
C -2.18755 1.81724 -3.00072
C -2.43095 0.91594 -4.03262
C -2.64835 1.36034 -5.32422
C -2.62585 2.71644 -5.60412
C -2.34905 3.61524 -4.58942
C -2.12545 3.17154 -3.29482
C -3.30295 0.47254 -1.24112
C -3.24155 -0.81956 -0.73722
C -4.40265 -1.52146 -0.46492
C -5.63555 -0.93776 -0.69842
C -5.70365 0.34804 -1.21212
C -4.54335 1.05734 -1.47332
N -0.62205 1.15004 1.27108
C 3.09405 -0.79706 2.91068
C 2.76705 -1.78006 3.83298
C 3.73385 -2.66166 4.28938
C 5.03145 -2.59006 3.81478
C 5.35865 -1.62816 2.87368
C 4.39715 -0.74116 2.42448
C 2.61785 1.61904 2.39608
C 3.32035 2.01434 3.52898
C 3.79095 3.30974 3.63508
C 3.55395 4.22454 2.62288
C 2.85355 3.83794 1.49238
C 2.38995 2.53784 1.38108
H 0.92855 0.41154 4.13058
H 0.39825 -0.90346 3.05408
H -1.03365 1.38794 4.58338
H -3.06745 2.60884 3.86248
H -3.43805 2.95644 1.42728
H -0.77785 2.79834 -0.83452
H -2.52845 3.10564 -0.63082
H -2.47275 -0.13746 -3.80142
H -2.84745 0.64914 -6.11162
H -2.83275 3.06964 -6.60202
H -2.31025 4.67194 -4.80152
H -1.92725 3.91114 -2.53682
H -2.27595 -1.27626 -0.55892
H -4.33795 -2.52946 -0.07812
H -6.53645 -1.48796 -0.48112
H -6.66535 0.78994 -1.42322
H -4.59865 2.06394 -1.86172
H 1.77225 -1.87116 4.23658
H 3.46785 -3.40796 5.02138
H 5.78035 -3.27626 4.17808
H 6.36555 -1.56756 2.48988
H 4.66905 0.01994 1.70838
H 3.50425 1.30504 4.32148
H 4.35015 3.60594 4.50808
H 3.91925 5.23454 2.70808
H 2.67465 4.55104 0.70118
H 1.84415 2.22964 0.48968
N 6.21395 0.53614 -5.27772
C 5.35195 0.54214 -4.52752
C 4.28485 0.53434 -3.59432
C 4.53385 0.29884 -2.24232
C 3.45715 0.26354 -1.37642
N 2.20695 0.46164 -1.78212
C 1.96195 0.69664 -3.06722
C 2.96945 0.74024 -4.01322
H 5.53835 0.14264 -1.88152
H 3.58985 0.05844 -0.32052
H 0.92395 0.85124 -3.34082
H 2.74515 0.92854 -5.05052
C -0.74745 -4.12066 3.70478
N -1.39915 -3.05676 2.96768
C -2.72255 -2.66466 3.41108
C -0.91615 -2.52966 1.89718
N -0.53305 -2.00216 0.93828
H -1.32205 -5.04706 3.62658
H -0.69925 -3.84416 4.76118
H 0.25815 -4.29426 3.32528
H -3.40045 -3.51886 3.37208
H -3.10765 -1.87106 2.77368
H -2.66905 -2.30946 4.44208
C -1.82435 -3.87766 -2.55712
N -0.87525 -2.89226 -3.02982
C -0.90975 -2.58216 -4.44412
C -0.02215 -2.34726 -2.24062
N 0.77355 -1.86516 -1.54092
H -1.72055 -4.79906 -3.13532
H -2.84175 -3.49646 -2.68192
H -1.65195 -4.08566 -1.50382
H -0.51855 -3.42076 -5.02702
H -0.31515 -1.69316 -4.64752
H -1.94345 -2.40846 -4.75122
```

No. 4
The following is a DFT calculation (the ωB97M-V functional and the def2-TZVPD basis) of C4H7GaLiO2 as an isolated structure.

Its charge is +3. The calculation puts the gap between HOMO and LUMO (alpha / beta) at 7.59 / 7.84 eV. The calculation puts the max |F| at 0.1472 Eh/bohr. The HOMO energy (alpha / beta) comes out at -23.4 / -23.0 eV.

Structure (XYZ):
```
15
C4H7GaLiO2, DFT the ωB97M-V functional and the def2-TZVPD basis
O 0.49841 1.27496 0.17848
C -0.79552 1.49917 -0.10442
C -1.34384 0.16376 -0.46268
Li -1.48686 2.22604 1.66232
Ga 1.30207 0.10200 -1.15057
H -1.08828 2.32805 -0.74897
H -1.98705 -0.23159 0.31579
H -1.78597 0.12777 -1.45260
C 1.01096 -0.50247 0.77232
C -0.00429 -1.08148 -0.22439
O 2.30946 -0.47998 0.38119
H 0.80804 -0.60077 1.83891
H 0.53756 -1.92432 -0.61876
H -0.78212 -1.85345 -0.19318
H 2.80744 -1.04769 -0.19343
```

No. 5
The following is a DFT calculation (the ωB97M-V functional and the def2-TZVPD basis) of C5H8O as an isolated structure.

Its charge is 0. The energy above the lowest of the compared OMol25 structures with the same formula, charge and spin is 2.8230 eV. The calculation puts the gap between HOMO and LUMO at 9.73 eV. The calculation puts the max |F| at 0.0330 Eh/bohr. The HOMO energy comes out at -8.6 eV.

Structure (XYZ):
```
14
C5H8O, DFT the ωB97M-V functional and the def2-TZVPD basis
C 1.69237 0.56118 0.32377
C 0.35841 -0.06688 0.05929
C -0.22989 -0.14197 -1.29783
C -1.05743 0.43894 -0.18516
C -1.47272 -0.69890 0.71496
O -0.09514 -1.09039 0.94858
H 1.83661 0.87080 1.36323
H 2.43213 -0.21040 0.08315
H 1.89202 1.41576 -0.33623
H -0.45337 -1.14696 -1.63983
H 0.10720 0.54871 -2.06378
H -0.97908 1.44598 0.17857
H -2.01353 -1.52651 0.23583
H -2.01758 -0.39936 1.61546
```

No. 6
The following is a DFT calculation (the ωB97M-V functional and the def2-TZVPD basis) of C31H32BrO2PPbSe2 as an isolated structure.

Its charge is +2. The energy above the lowest of the compared OMol25 structures with the same formula, charge and spin is 0.0000 eV. The calculation puts the gap between HOMO and LUMO at 7.68 eV. The calculation puts the max |F| at 0.0021 Eh/bohr. The HOMO energy comes out at -14.0 eV.

Structure (XYZ):
```
70
C31H32BrO2PPbSe2, DFT the ωB97M-V functional and the def2-TZVPD basis
Pb 0.48388 0.87691 -0.62171
C 0.41335 2.79199 2.60728
C 1.40229 2.27364 1.59852
C 1.90715 0.95750 1.72099
C 1.43231 0.10736 2.87294
C 2.92702 0.51149 0.84489
C 3.45360 -0.89797 0.95038
C 3.46710 1.39772 -0.10748
C 4.66578 0.99012 -0.92701
C 2.90778 2.67723 -0.28187
C 3.41557 3.56825 -1.38727
C 1.89351 3.12914 0.58796
C 1.39349 4.55185 0.53199
H -0.22454 2.00609 3.00374
H -0.22626 3.56915 2.19565
H 0.95405 3.23078 3.45099
H 0.37887 -0.16486 2.77373
H 1.53422 0.66509 3.80487
H 2.01064 -0.80369 2.98040
H 2.66371 -1.59830 1.21102
H 4.22781 -0.96976 1.71820
H 3.88662 -1.23558 0.01329
H 4.38345 0.54652 -1.88549
H 5.27961 0.26856 -0.39628
H 5.29505 1.85036 -1.13996
H 3.83148 2.99060 -2.20780
H 4.20180 4.23374 -1.02228
H 2.62452 4.19223 -1.79566
H 0.35683 4.61432 0.19180
H 1.99482 5.17283 -0.12140
H 1.43006 4.99786 1.52569
Se -2.04114 1.55701 0.53838
P -3.10124 -0.11848 -0.31812
Se -1.87707 -1.10298 -1.99518
C -3.35891 -1.45458 0.84706
C -4.21089 -2.50455 0.48984
C -4.38011 -3.56709 1.35847
C -3.70796 -3.58561 2.57648
C -2.87039 -2.53993 2.93455
C -2.68878 -1.47173 2.06925
C -4.62253 0.37605 -1.11772
C -5.28874 1.49627 -0.61668
C -6.51463 1.85443 -1.14907
C -7.06955 1.11132 -2.18247
C -6.40294 0.00422 -2.68875
C -5.17896 -0.37027 -2.15968
H -4.74519 -2.48946 -0.45165
H -5.04429 -4.37803 1.09238
H -3.85133 -4.41612 3.25509
H -2.36330 -2.55117 3.89008
H -2.04679 -0.64668 2.34440
H -4.85629 2.08719 0.18063
H -7.03564 2.71825 -0.76008
H -8.02429 1.40095 -2.60007
H -6.83244 -0.56661 -3.50035
H -4.66677 -1.23199 -2.56668
Br 1.63578 -4.68847 4.20873
C 0.56730 -4.77161 2.65969
C -0.07994 -5.95328 2.31576
C -0.87132 -6.00119 1.17642
C -1.02501 -4.87973 0.37847
C -0.36409 -3.70320 0.73036
C 0.43432 -3.64642 1.87250
C -0.50482 -2.47364 -0.05436
O -1.39440 -2.57797 -1.05126
O 0.10845 -1.43720 0.17747
H 0.03743 -6.83046 2.93743
H -1.36754 -6.92459 0.91138
H -1.64132 -4.91853 -0.50753
H 0.92496 -2.72400 2.14522
```

| no. | DFT total energy (eV) |
| --- | --- |
| 1 | -66728.6126 |
| 2 | -262544.6430 |
| 3 | -64340.0018 |
| 4 | -60895.5016 |
| 5 | -7359.4322 |
| 6 | -252021.7541 |